1.
The following is a quantum chemistry calculation of a structure of composition C36H39O6PSi2V, from the Open Molecules 2025 dataset.

```
85
Properties=species:S:1:pos:R:3:lowdin_spin:R:1
V -1.03 0.39 1.13 2.747
O 0.26 2.73 4.17 0.003
C -0.22 2.00 3.29 0.005
O 0.30 1.80 2.14 0.031
C -1.64 1.42 3.58 0.005
C -2.65 2.27 2.80 0.004
C -4.05 1.69 2.93 0.000
C -4.15 0.35 2.17 0.002
C -2.82 -0.38 2.14 -0.001
O -2.29 2.31 1.40 0.019
C -1.99 -0.13 3.41 0.003
C -0.75 -1.06 3.38 0.006
O -0.32 -1.55 4.43 0.006
O -0.25 -1.28 2.21 0.026
H -1.79 1.66 4.63 0.001
H -2.61 3.29 3.20 0.000
H -4.80 2.41 2.59 0.000
H -4.22 1.53 4.00 0.000
H -4.49 0.56 1.15 0.000
H -4.97 -0.23 2.64 -0.001
H -2.96 -1.46 2.01 0.009
H -2.49 -0.40 4.35 -0.001
C -0.68 4.70 1.04 0.001
Si -2.19 3.72 0.53 0.004
C -3.73 4.71 1.00 0.000
C -2.25 3.49 -1.33 0.001
C -2.57 4.69 -1.98 0.000
C -2.74 4.77 -3.36 0.000
C -2.62 3.61 -4.11 0.000
C -2.28 2.42 -3.48 -0.001
C -2.05 2.32 -2.10 -0.001
Si -1.28 0.64 -1.44 0.071
C -2.33 -0.67 -2.39 0.010
C 0.31 0.69 -2.54 0.005
H -0.86 5.78 0.98 0.000
H 0.17 4.45 0.40 0.000
H -0.39 4.44 2.07 0.000
H -3.78 5.67 0.47 0.000
H -3.74 4.92 2.07 0.000
H -4.63 4.14 0.75 0.000
H -2.68 5.60 -1.41 0.000
H -2.98 5.72 -3.83 0.000
H -2.78 3.64 -5.18 0.000
H -2.16 1.53 -4.09 0.000
H -2.22 -0.61 -3.48 0.001
H -3.39 -0.58 -2.14 0.001
H -1.99 -1.65 -2.07 0.001
H 0.08 0.74 -3.61 0.000
H 0.91 -0.21 -2.35 0.000
H 0.93 1.55 -2.27 0.000
O 0.37 -2.71 -0.82 0.005
P 1.84 -2.83 -0.68 0.001
C 2.74 -1.26 -0.69 0.003
C 2.26 -0.28 0.19 0.013
C 2.85 0.98 0.22 0.004
C 3.93 1.24 -0.60 0.001
C 4.43 0.26 -1.45 0.002
C 3.83 -0.99 -1.50 0.001
C 2.35 -3.59 0.87 0.000
C 1.35 -3.76 1.83 0.000
C 1.69 -4.19 3.11 0.000
C 3.01 -4.46 3.43 0.000
C 4.01 -4.29 2.48 0.000
C 3.69 -3.84 1.21 0.000
C 2.55 -3.77 -2.08 0.000
C 3.33 -4.91 -1.96 0.000
C 3.78 -5.57 -3.10 0.000
C 3.45 -5.09 -4.36 0.000
C 2.66 -3.95 -4.48 0.000
C 2.21 -3.30 -3.35 0.000
H 1.42 -0.50 0.85 0.011
H 2.42 1.72 0.88 0.000
H 4.39 2.22 -0.58 0.000
H 5.28 0.48 -2.09 0.000
H 4.21 -1.74 -2.19 0.000
H 0.34 -3.48 1.58 0.000
H 0.92 -4.24 3.86 0.000
H 3.26 -4.78 4.43 0.000
H 5.05 -4.48 2.74 0.000
H 4.47 -3.64 0.49 0.000
H 3.57 -5.30 -0.98 0.000
H 4.38 -6.47 -3.00 0.000
H 3.80 -5.60 -5.25 0.000
H 2.39 -3.58 -5.46 0.000
H 1.58 -2.42 -3.44 0.000
```

Calculated values
Spin multiplicity = 4
Frontier orbital gap (spin up / spin down) = 0.146 / 0.186 Eh
HOMO level (spin up / spin down) = 0.0013 / -0.0382 Eh
E_LUMO (spin up / spin down) = 4.02 / 4.02 eV
Total charge = -2
Energy above the lowest of the compared OMol25 structures with the same formula, charge and spin = 10.9 kJ/mol
Calculated total energy = -3711.190553 Eh



2.
The following is a quantum chemistry calculation of the ion C4H7N2 with charge +1 at a distorted geometry, from the Open Molecules 2025 dataset.

```
13
Properties=species:S:1:pos:R:3:nbo_charge:R:1
C 1.42 2.57 1.38 0.386
C -1.21 0.43 1.01 0.021
C 0.93 0.55 0.08 -0.073
C -0.70 -1.19 -0.67 -0.467
N 0.81 1.67 0.89 -0.219
N -0.40 -0.02 0.12 -0.361
H 1.31 3.51 1.94 0.297
H -2.22 0.09 1.21 0.199
H 1.42 0.93 -0.92 0.264
H 1.60 -0.07 0.57 0.243
H 0.07 -1.66 -1.13 0.227
H -1.25 -1.95 -0.24 0.242
H -1.28 -1.07 -1.54 0.240
```

Calculated values
Spin multiplicity = 1
Frontier orbital gap (spin up / spin down) = 0.256 / 0.257 Eh
HOMO level (spin up / spin down) = -0.4700 / -0.4705 Eh
E_LUMO (spin up / spin down) = -5.83 / -5.82 eV
Total charge = +1
Energy above the lowest of the compared OMol25 structures with the same formula, charge and spin = 675.8 kJ/mol
Calculated total energy = -265.651081 Eh



3.
The following is a quantum chemistry calculation of a cluster of 2 separate species, C5H14N2 in total at a distorted geometry, from the Open Molecules 2025 dataset.

```
21
Properties=species:S:1:pos:R:3:nbo_charge:R:1
C 1.54 0.20 0.48 0.199
C -1.71 -0.36 -0.37 -0.198
C 1.41 -1.32 -1.30 -0.436
C 2.43 1.35 0.88 -0.657
C -3.13 0.11 -0.11 -0.625
N 1.31 0.02 -0.81 -0.523
N -0.71 0.28 0.82 -0.832
H 1.78 -0.69 1.10 0.130
H -0.72 1.28 0.68 0.357
H -1.02 0.10 1.77 0.358
H -1.37 -0.05 -1.35 0.214
H -1.62 -1.44 -0.29 0.192
H 0.60 -1.93 -0.86 0.171
H 1.34 -1.29 -2.39 0.198
H 2.35 -1.81 -1.01 0.178
H 2.39 1.53 1.96 0.198
H 3.47 1.12 0.67 0.230
H 2.15 2.25 0.33 0.221
H -3.50 -0.24 0.85 0.205
H -3.79 -0.29 -0.88 0.211
H -3.20 1.19 -0.16 0.207
```

Calculated values
Structure (SMILES) = C/C=N/C.CCN
Spin multiplicity = 1
Frontier orbital gap = 0.322 Eh
HOMO level = -0.2826 Eh
E_LUMO = 1.07 eV
Energy above the lowest of the compared OMol25 structures with the same formula, charge and spin = 303.7 kJ/mol
Calculated total energy = -308.307393 Eh



4.
The following is a quantum chemistry calculation of an isolated molecule of C6H12OS at a distorted geometry, from the Open Molecules 2025 dataset.

```
20
Properties=species:S:1:pos:R:3:nbo_charge:R:1
C -0.79 0.73 0.34 -0.362
C -0.87 -0.68 -0.13 0.007
C -0.35 -1.16 -1.41 -0.654
C -1.47 -1.67 0.80 -0.630
C 1.64 1.52 0.46 -0.616
C 0.25 1.77 -0.20 -0.409
O -3.40 0.28 0.61 -0.970
S -2.51 0.67 -0.50 0.987
H -0.86 0.74 1.46 0.243
H -0.48 -0.48 -2.28 0.226
H -0.96 -2.10 -1.56 0.229
H 0.71 -1.39 -1.39 0.220
H -2.50 -1.73 0.73 0.260
H -1.31 -1.55 1.81 0.221
H -1.07 -2.83 0.51 0.197
H 1.52 1.82 1.47 0.208
H 2.48 2.31 0.19 0.211
H 2.16 0.57 0.31 0.212
H 0.30 1.82 -1.29 0.207
H 0.04 2.72 0.11 0.214
```

Calculated values
Spin multiplicity = 1
Frontier orbital gap = 0.323 Eh
HOMO level = -0.2941 Eh
E_LUMO = 0.78 eV
Energy above the lowest of the compared OMol25 structures with the same formula, charge and spin = 278.1 kJ/mol
Calculated total energy = -709.133445 Eh



5.
The following is a quantum chemistry calculation of an isolated molecule of C8H14 at a distorted geometry, from the Open Molecules 2025 dataset.

```
22
Properties=species:S:1:pos:R:3:nbo_charge:R:1
C 0.03 0.95 0.28 -0.251
C 0.60 0.70 -1.05 -0.198
C 0.45 -0.54 0.12 -0.018
C -1.00 -0.14 0.42 -0.033
C 1.87 1.38 -1.58 -0.637
C 1.40 -1.52 0.63 -0.630
C -2.03 -0.26 -0.67 -0.617
C -1.55 -0.32 1.79 -0.625
H 0.58 1.61 1.04 0.222
H -0.18 0.56 -1.81 0.196
H 2.88 0.84 -1.74 0.216
H 2.11 2.21 -0.95 0.209
H 1.77 1.90 -2.51 0.222
H 0.89 -2.29 1.07 0.223
H 2.17 -1.14 1.23 0.210
H 1.98 -2.10 -0.19 0.212
H -1.59 -0.64 -1.56 0.221
H -2.43 0.78 -0.64 0.216
H -2.78 -1.04 -0.27 0.206
H -2.50 -0.83 1.84 0.214
H -1.72 0.74 2.05 0.220
H -0.96 -0.85 2.53 0.220
```

Calculated values
Structure (SMILES) = C[C@@H]1[C@H]2C(C)(C)[C@@]12C
Spin multiplicity = 1
Frontier orbital gap = 0.333 Eh
HOMO level = -0.2933 Eh
E_LUMO = 1.07 eV
Energy above the lowest of the compared OMol25 structures with the same formula, charge and spin = 376.7 kJ/mol
Calculated total energy = -313.073917 Eh



6.
The following is a quantum chemistry calculation of an isolated molecule of C2H2P2S2 at a distorted geometry, from the Open Molecules 2025 dataset.

```
8
Properties=species:S:1:pos:R:3:nbo_charge:R:1
C 0.81 -0.65 0.13 -0.701
C 0.81 0.51 -0.59 -0.331
P -0.64 -1.39 0.51 0.527
P -2.02 0.00 -0.53 0.282
S -0.58 1.34 -0.86 0.116
S -1.86 0.01 1.70 -0.386
H 1.77 -1.02 0.28 0.250
H 1.70 1.20 -0.64 0.244
```

Calculated values
Structure (SMILES) = C1=CP2#S#P2S1
Spin multiplicity = 1
Frontier orbital gap = 0.296 Eh
HOMO level = -0.3086 Eh
E_LUMO = -0.34 eV
Energy above the lowest of the compared OMol25 structures with the same formula, charge and spin = 49.4 kJ/mol
Calculated total energy = -1556.477501 Eh